Record 1
This record from OMol25 describes a 3-piece molecular cluster, C39H62BNO13P2 overall in a non-equilibrium geometry. The level of theory is ωB97M-V/def2-TZVPD.

Structure (XYZ):
```
118
Properties=species:S:1:pos:R:3:forces:R:3
P -3.856 -0.235 0.612 -0.4893 1.1008 -2.1010
P -3.554 -2.264 1.413 -0.2098 -0.3417 1.4563
O -9.680 2.844 -2.386 0.0336 -0.1354 -0.1246
O -5.340 0.277 1.214 2.3554 -0.2895 0.5827
O -5.825 6.843 -7.269 -0.1517 0.1434 0.0629
O -8.174 2.073 -3.893 -0.2227 0.0058 0.0807
O 1.615 -5.342 1.630 -0.6874 0.6318 0.0811
O -3.991 -0.271 -0.864 0.2816 -0.0759 1.3298
O 2.033 -2.545 5.737 -0.1953 0.2202 -0.5206
O -6.741 8.326 -5.822 -0.0602 -0.1153 -0.1235
O -9.080 0.766 -2.277 -0.2443 0.2154 -0.1600
O 1.376 0.536 3.743 -0.4806 -0.3441 1.3885
O 0.727 1.757 5.717 -1.2021 -0.8479 -0.7139
O -7.773 6.455 -6.177 -0.0068 0.3129 -0.0932
O -2.702 0.842 1.129 -1.7609 -0.9756 0.5080
N -1.231 -3.320 -0.707 0.6278 -1.1884 -0.0616
C 2.815 -1.594 -1.868 0.5754 0.7050 0.8228
C -6.856 -0.230 -2.255 -0.0294 0.2658 0.0512
C 1.952 -2.645 4.530 -0.0324 0.0407 -0.8143
C -6.943 4.165 -6.126 0.2962 0.1804 0.1530
C 5.607 -3.293 1.997 -2.3031 0.3839 1.9988
C -0.793 -3.278 1.802 0.1837 0.1596 0.4835
C 0.613 -2.511 3.746 -0.5636 -0.4254 -1.1036
C 6.808 0.049 1.695 -0.1503 -0.1005 -0.7479
C 4.293 -3.872 1.625 0.9196 -0.0502 0.1703
C 7.461 -0.902 0.618 1.0698 -0.1212 1.5068
C -0.192 -3.765 -1.663 0.3498 0.6608 -0.6654
C -1.899 -2.391 2.246 2.6109 0.3177 0.8051
C 3.050 -0.036 -1.617 -0.9411 -0.3143 -0.7898
C -8.291 -0.346 -2.729 0.5219 -0.4271 -0.0906
C 3.108 -3.674 2.453 1.0246 1.4429 0.9983
C 5.665 2.322 1.912 0.2427 0.0807 0.4948
C 4.487 -2.338 4.121 0.2112 -1.1925 -2.0916
C 0.475 -3.353 2.528 -1.7292 1.6990 1.1402
C -8.909 1.905 -2.952 0.1217 -0.1645 0.2526
C 4.223 -4.710 0.292 -0.3273 0.0704 0.7913
C -6.696 7.174 -6.506 -0.0440 -0.1987 0.1544
C -9.521 4.144 -2.955 -0.0466 0.3412 -0.0666
C -0.296 -0.686 5.429 0.1092 0.3186 -1.6251
C 3.375 -3.962 -0.836 0.7719 0.0064 0.7414
C 7.000 1.596 1.424 -1.1912 -0.0801 1.3077
C 5.625 2.493 3.498 -0.4701 0.2213 -0.2803
C -1.062 -4.150 0.533 -1.4260 0.1549 0.3923
C 5.637 -2.557 3.267 -0.5808 -0.5837 -0.8657
C -7.867 5.162 -6.795 0.1090 -0.6324 -0.1454
C -5.595 9.155 -6.009 0.2287 0.2922 0.0063
C -0.444 -1.615 4.174 -0.2211 -1.0852 -0.3155
C 7.935 -2.277 1.291 0.2367 -0.2317 -1.3649
C 6.890 -3.439 1.120 -0.7156 0.3880 -0.0385
C 2.018 0.561 -0.574 0.0824 0.0880 0.0478
C 3.442 -2.388 -0.646 -0.8026 -0.3827 -1.4010
C -1.691 -1.561 3.426 1.4185 -1.2594 -0.7085
C 3.217 -2.887 3.687 0.7752 -0.1564 -0.8196
C 1.680 -4.240 2.130 1.2228 0.3666 0.1898
C 4.783 1.376 4.237 -0.1621 0.4540 0.7811
B 0.616 0.577 4.957 1.0253 0.5760 -0.1748
H 3.294 -1.925 -2.834 -0.4992 0.3473 0.9286
H -2.157 -3.510 -1.100 0.5362 0.1091 0.0804
H -1.319 -0.274 5.633 0.8819 -0.4697 0.3517
H 2.819 0.449 -2.609 0.6771 -0.2462 0.9825
H -3.581 -3.085 0.252 0.4081 0.7780 0.1983
H 3.774 -5.695 0.591 0.2288 0.9342 -0.5835
H -0.340 -3.340 -2.695 -0.0687 -0.2110 1.0677
H -6.359 0.635 -2.695 -0.0125 -0.0954 -0.0744
H 3.907 1.868 4.754 0.8352 -0.5726 -0.4871
H 5.380 0.881 5.052 -0.5531 0.3042 -0.8745
H 0.779 -3.345 -1.290 -0.9211 -0.7342 -0.4260
H 0.182 -1.191 6.302 -0.6662 0.3465 -0.6418
H 6.658 2.572 3.936 -0.8954 -0.2055 -0.5230
H 4.525 -2.093 -0.612 -0.8998 -0.1500 0.3347
H -8.350 -0.441 -3.816 -0.0312 0.2176 0.0462
H 2.539 1.048 0.295 -0.5742 -0.6759 -0.6715
H -8.901 4.837 -6.675 -0.0131 0.2932 0.1184
H -7.128 4.133 -5.051 -0.1472 -0.1446 -0.1079
H 5.129 3.478 3.729 0.5285 -0.9197 -0.2599
H 2.885 -2.045 0.266 0.8049 -0.4047 -0.6134
H -6.288 -1.122 -2.522 -0.0280 0.0292 0.0385
H 7.346 -4.459 1.269 -0.3972 1.0346 -0.0486
H 3.871 -4.238 -1.810 -0.8398 0.3260 0.7618
H 8.298 -2.136 2.341 -0.4661 -0.0402 -0.8943
H 4.352 0.593 3.564 0.6333 0.5890 0.3538
H -7.090 3.166 -6.539 -0.0726 0.0342 0.0703
H 2.268 0.203 3.953 -0.3214 0.3072 -0.3656
H 1.702 -1.712 -1.938 1.0557 -0.1594 -0.0356
H 5.246 -4.956 -0.097 -0.9317 0.4724 0.5453
H 4.112 0.155 -1.308 -0.9481 -0.0893 -0.4090
H -9.658 4.122 -4.037 0.1410 -0.0597 0.0603
H -7.673 5.235 -7.867 0.1090 0.1663 0.0973
H 5.533 3.332 1.439 0.2381 -0.9335 0.3430
H -5.274 0.446 2.175 -0.3798 -0.2008 -0.4599
H 6.539 -3.387 0.048 0.4993 -0.1745 1.0222
H 2.332 -4.362 -0.789 0.9486 0.4601 -0.2654
H -8.538 4.544 -2.702 -0.0009 -0.0472 -0.1578
H -6.819 -0.099 -1.172 -0.0147 -0.1495 -0.0508
H -4.724 8.701 -5.536 0.0045 -0.0249 -0.1646
H 7.792 1.954 2.142 -0.4407 -0.2102 -1.1214
H 7.273 1.856 0.373 -0.2793 -0.3524 0.7889
H 6.798 -1.093 -0.263 0.4701 0.2007 0.7479
H -5.406 9.335 -7.068 0.0370 -0.1594 0.0631
H 4.759 1.696 1.668 0.9252 0.7114 -0.1553
H 5.710 -0.208 1.729 1.0494 0.3650 0.1129
H -10.283 4.789 -2.522 -0.0113 -0.2298 0.1158
H 6.630 -2.125 3.548 -1.1985 -0.4004 -0.0366
H 4.630 -1.736 5.042 -0.4552 -0.6273 -0.6912
H 0.641 2.547 5.155 0.6282 -0.3743 0.2454
H -8.744 -1.240 -2.301 -0.2211 0.2344 0.0896
H -0.136 -4.881 -1.789 0.0855 0.8270 0.2566
H -2.475 -0.858 3.797 0.6086 -0.7791 -0.4254
H 7.233 -0.177 2.711 -0.3934 0.1294 -0.9676
H 1.319 -0.246 -0.221 0.6916 0.7523 -0.0445
H -0.339 -4.987 0.386 -0.4046 0.8981 0.3196
H 8.845 -2.587 0.696 -0.8696 0.0954 0.6953
H -2.070 -4.638 0.698 1.1249 0.2131 0.1233
H -5.897 4.441 -6.261 -0.0641 0.0202 -0.1605
H -5.796 10.110 -5.526 -0.2050 -0.1629 0.0559
H 1.361 1.359 -1.019 0.7185 -0.7915 0.2465
H -3.045 1.396 1.858 0.3705 -0.1870 -0.4690
H 8.410 -0.414 0.257 -0.9731 -0.3382 0.1522
```
Positions in Å, forces in eV/Å.

Calculated values
Structure (SMILES): CCCCCCCCc1ccc2c(c1CCCCCC)C(=O)c1c(CNC)c(PP(=O)(O)O)cc(CB(O)O)c1C2=O.CCOC(=O)OC.CCOC(=O)OC
Orbital gap: 7.7 eV
F_max: 3.1 eV/A
LUMO level: -0.956 eV
HOMO level: -8.67 eV

---

Record 2
This record from OMol25 describes a 2-piece molecular cluster, C3H5ClO3PS overall in a non-equilibrium geometry. The level of theory is ωB97M-V/def2-TZVPD.

Structure (XYZ):
```
14
Properties=species:S:1:pos:R:3:forces:R:3
Cl 0.884 -3.066 -0.057 0.1683 -0.7300 -0.4407
S 0.062 1.879 0.966 -0.2087 -0.9019 -0.8842
P -0.204 0.402 -0.501 -0.0187 0.5402 1.3147
O 2.911 0.756 0.395 0.2024 -1.3627 1.3244
O 2.452 2.532 -0.933 -0.5708 1.4095 -0.7489
O -0.719 -1.051 0.444 0.4196 1.0805 -0.1166
C 0.187 -1.823 1.089 -0.5609 -1.1092 1.6873
C 2.477 1.673 -0.158 0.7250 0.0284 -0.5655
C -1.924 0.662 -1.137 -1.4037 -2.3553 4.2575
H -2.049 1.250 -1.981 0.1238 0.6369 -1.9389
H -0.450 -2.476 1.885 1.9172 1.5895 -1.6020
H 1.191 -1.415 1.479 -2.0362 0.1625 -0.2375
H -2.618 1.146 -0.315 1.4252 -1.0003 -1.3394
H -2.199 -0.468 -1.174 -0.1824 2.0119 -0.7103
```
Positions in Å, forces in eV/Å.

Calculated values
Orbital gap: 7.2 eV
F_max: 5.1 eV/A
LUMO level: 3.489 eV
Energy above the lowest of the compared OMol25 structures with the same formula, charge and spin: 0.0 kcal/mol
HOMO level: -3.74 eV
Net charge: -1

---

Record 3
This record from OMol25 describes C18H18ClF5N2NiOS2Se4Te as an isolated structure. The level of theory is ωB97M-V/def2-TZVPD.

Structure (XYZ):
```
53
Properties=species:S:1:pos:R:3:forces:R:3
Te -3.695 1.421 0.284 -0.4508 0.0778 -0.0562
Se -4.965 -0.331 1.639 0.5230 -0.0838 0.0605
Se -2.848 -1.094 2.476 -0.3598 0.1683 -0.1877
Se -0.126 1.218 3.037 0.3829 0.1911 0.0572
Se -4.975 1.579 -1.844 -0.0069 0.0572 0.1187
Ni -1.649 -0.362 0.331 -0.1441 0.1697 0.0923
Cl 1.892 -0.109 -2.672 0.0415 0.0033 0.0099
S -0.097 -2.242 0.629 -0.0363 0.0534 -0.1574
S -2.864 -1.953 -1.162 0.0624 0.0402 0.0860
F 5.159 1.110 2.898 0.0866 -0.0293 -0.0016
F 5.399 3.835 2.792 0.0703 0.0306 0.0004
F 3.135 5.367 2.793 0.0381 0.0849 -0.0037
F 0.737 4.247 2.890 -0.0511 -0.0294 0.0073
F 2.772 -0.037 2.992 -0.0192 0.0399 0.0194
O 0.812 -2.582 -0.515 -0.0009 -0.0138 0.0269
N -0.864 -1.776 -2.905 -0.1448 0.0854 0.0614
N -2.692 -0.437 -3.325 0.0431 0.0164 -0.0791
C 4.055 1.880 2.892 -0.1179 0.2284 -0.0143
C 0.359 1.340 -4.331 0.0377 0.0069 -0.0599
C 0.684 -3.581 2.848 -0.0620 0.1047 0.1193
C 2.797 1.309 2.940 0.1613 -0.1275 0.0093
C -0.294 1.376 -1.962 -0.1755 0.1804 -0.0362
C 1.791 3.418 2.891 -0.0058 0.2352 -0.0202
C 4.184 3.257 2.841 -0.1760 -0.0960 0.0119
C 0.148 -4.563 1.809 -0.0234 -0.0255 -0.1036
C -0.227 0.932 -0.580 0.1749 -0.1855 0.1695
C -0.923 -3.779 1.064 0.0063 -0.0419 0.0789
C -1.465 2.724 -3.652 0.0630 -0.0235 -0.1109
C 3.033 4.026 2.840 0.1055 -0.1981 -0.0002
C -0.658 2.218 -4.673 -0.0345 0.0135 0.0751
C -2.089 -1.335 -2.556 0.2096 -0.0861 -0.0067
C 1.612 2.039 2.945 -0.4726 -0.3062 -0.0301
C -1.271 2.322 -2.351 0.0033 -0.0404 0.0393
C 0.890 -2.236 2.145 0.1751 0.0152 -0.1364
C 0.538 0.953 -3.010 0.0676 0.0339 0.0381
H 1.604 -3.923 3.322 0.0129 -0.0199 -0.0060
H -0.342 -1.213 -3.561 -0.0483 -0.0060 -0.0219
H -3.537 0.024 -2.959 0.0575 -0.0220 0.0751
H 0.745 0.508 -0.312 -0.0575 0.0768 -0.0650
H -0.448 1.768 0.092 0.0493 -0.1117 -0.0178
H 1.040 0.958 -5.082 0.0050 -0.0036 -0.0178
H -0.802 2.517 -5.703 -0.0003 0.0110 -0.0425
H 0.938 -4.846 1.109 0.0163 -0.0406 0.0135
H -0.298 -2.157 -2.147 -0.0075 -0.1255 -0.0383
H -1.926 2.721 -1.587 0.0392 -0.0063 0.0047
H 1.904 -2.070 1.775 -0.0098 -0.0983 0.0474
H 0.607 -1.355 2.727 -0.0496 -0.0508 -0.0003
H -2.133 0.119 -3.961 -0.0012 -0.0494 0.0029
H -0.067 -3.444 3.632 0.0388 -0.0548 0.0068
H -1.767 -3.511 1.704 -0.0058 -0.0150 -0.0515
H -0.257 -5.473 2.257 -0.0058 0.0094 0.0319
H -1.288 -4.193 0.128 0.0269 -0.0614 0.0185
H -2.267 3.415 -3.872 -0.0305 0.0189 -0.0170
```
Positions in Å, forces in eV/Å.

Calculated values
Spin multiplicity: 3
Orbital gap (spin up / spin down): 5.5 / 5.8 eV
F_max: 0.6 eV/A
LUMO level (spin up / spin down): 4.260 / 4.257 eV
Energy above the lowest of the compared OMol25 structures with the same formula, charge and spin: 0.0 kcal/mol
HOMO level (spin up / spin down): -1.29 / -1.58 eV
Net charge: -2